[1]
8
Properties=species:S:1:pos:R:3:lowdin_charge:R:1 method="wB97M-V/def2-TZVPD" charge=-1 lumo_ev=3.585 gap_ev=6.24 spin_multiplicity=1
Br 2.5250 0.1667 -0.6016 0.21
S -0.1185 -1.1771 0.2970 0.40
O -0.8164 2.3361 1.6496 0.14
O 1.3559 2.6472 1.0895 0.11
C 0.2622 2.3606 1.2488 -0.57
C 0.4562 0.2867 -0.4146 -1.09
H 0.4609 -1.2789 1.5953 -0.13
H 0.1212 0.1101 -1.4884 -0.06

=====

[2]
84
Properties=species:S:1:pos:R:3:lowdin_charge:R:1 method="wB97M-V/def2-TZVPD" charge=-1 lumo_ev=1.116 gap_ev=7.49 spin_multiplicity=1
S 0.5531 1.1987 3.7654 0.74
S 3.3725 0.0453 3.5156 0.63
P -1.0635 -0.8176 -1.3553 0.94
F 1.1352 3.6130 9.1588 0.02
F 3.1977 3.2148 10.2652 0.02
F -3.1570 2.6208 -4.7010 -0.10
F 1.7704 1.3963 9.7239 0.02
F 2.9190 2.5576 8.0009 0.02
O -0.7920 1.0462 -6.6068 -0.05
N -0.2154 2.0683 -4.3003 0.07
N 0.9013 -0.8857 -4.5078 -0.07
N 1.7479 0.4135 1.1730 -0.22
C -2.3213 -2.2870 -1.4303 -0.41
C -1.9780 2.8389 -2.3532 -0.09
C 2.9558 1.6074 -0.8801 -0.18
C 0.4694 0.3263 6.5342 -0.29
C -4.5125 1.8054 -2.6188 -0.08
C 0.3256 -3.4540 -4.1066 -0.11
C -3.3492 2.8296 -3.2481 -0.26
C 1.8077 1.3719 -2.0374 -0.20
C 2.3864 -0.8476 0.6407 -0.25
C -1.6461 0.2527 0.1467 -0.31
C 0.6275 -4.5699 0.5334 -0.16
C -0.5389 -0.4627 -4.3757 -0.22
C -0.7855 1.8470 -2.8833 -0.35
C -3.1477 -2.3784 -2.8442 -0.18
C 0.4693 2.3035 -1.8768 -0.15
C 2.3868 1.6779 0.6524 -0.23
C 1.6721 -2.1577 1.3977 -0.18
C 1.8669 -3.4941 0.4173 -0.25
C -0.5416 0.9350 -5.2959 -0.22
C 1.9328 0.5072 2.7024 -0.95
C -1.1018 0.2075 -2.9910 -0.32
C 1.2485 -2.1171 -3.7084 -0.27
C -0.3711 1.6416 7.1140 -0.13
C -0.0714 -0.0415 5.0223 -0.49
B 2.2556 2.6954 9.2872 -1.07
H 0.3112 -0.6354 7.1970 0.11
H 1.5693 0.2122 -2.1918 0.07
H 1.9303 -3.1964 -0.7360 0.09
H -2.1697 2.6359 -1.2120 0.12
H -2.4827 -2.5585 -3.7921 0.05
H 0.0783 2.6517 6.6768 0.10
H 3.3025 1.9517 1.3464 0.11
H -1.8581 -0.5251 1.0251 0.06
H -2.2761 0.2470 -3.2045 0.09
H -1.4664 1.5211 6.6847 0.06
H -3.0513 -2.1543 -0.5247 0.08
H -5.4064 2.4717 -2.1951 0.09
H -1.5441 3.9491 -2.4119 0.14
H -0.3603 1.6118 8.2919 0.08
H -1.3051 -1.1284 -4.9571 0.14
H 2.8636 -4.0929 0.6860 0.11
H 0.1104 2.4548 -0.7694 0.09
H 0.2340 -1.1189 4.6597 0.08
H -3.9065 -3.2976 -2.7880 0.09
H 2.3555 -2.4228 -4.0351 0.12
H 1.6019 0.6171 6.5909 0.11
H 0.5093 -1.9228 1.3786 0.10
H -2.6526 0.8161 -0.0700 0.02
H 2.1806 -1.0421 -0.5189 0.09
H -0.2503 -3.2905 -5.1381 0.09
H 3.4305 2.6778 -1.1119 0.12
H -0.3864 -3.7472 -3.2214 0.05
H 1.0740 -4.3577 -4.3285 0.08
H -3.8005 -1.3917 -2.9897 0.07
H -1.6777 -3.2750 -1.2896 0.05
H 0.1037 -4.7321 -0.5269 0.06
H 3.8664 0.8471 -1.0079 0.12
H -0.1283 -4.2270 1.3572 0.07
H -0.4890 2.9630 -4.7626 0.13
H 1.3128 -1.9479 -2.5405 0.05
H -3.8279 3.9174 -3.1335 0.14
H 2.3178 1.7032 -3.0650 0.12
H -1.2614 0.0546 5.0217 0.09
H 0.9994 -5.6534 0.8507 0.07
H 0.7740 3.3904 -2.2654 0.13
H 1.5966 2.5567 0.8240 0.13
H 1.5811 -0.1048 -4.3896 0.10
H 3.5697 -0.8619 0.7611 0.12
H 2.0971 -2.3387 2.4776 0.09
H -4.9942 1.1162 -3.4383 0.09
H -0.7773 0.9420 0.5327 0.03
H -4.1061 1.2062 -1.6768 0.07

=====

We obtain electronic energy values of -87079.3870; -77386.9891 eV for the records listed above, in that order.
We obtain HOMO values of -2.6599; -6.3710 eV for the records listed above, in that order.